{"formula": "ClHN2O", "method": "wB97M-V/def2-TZVPD", "elements": ["Cl", "N", "H", "O", "N"], "xyz": [[1.077, 2.175, 0.886], [-0.211, -1.624, 0.159], [0.540, 1.129, 1.463], [-0.876, -0.579, -1.737], [-0.530, -1.102, -0.771]], "forces_ev_per_a": [[-0.4, -0.7, 0.4], [0.2, -0.2, 0.6], [0.4, 0.7, -0.4], [-0.7, 1.2, -2.1], [0.5, -1.0, 1.6]], "total_energy_ev": -17564.586, "homo_ev": -11.9006, "e_lumo_ha": 0.03328, "max_force_ha_per_bohr": 0.0498, "e_above_lowest_kj_mol": 75.3, "smiles": "N#[N+][O-].Cl", "molar_mass_g_mol": 80.5, "orbital_gap_ev": 12.81}

=====

{"formula": "C3H3NOS", "method": "wB97M-V/def2-TZVPD", "elements": ["O", "N", "S", "H", "C", "H", "C", "H", "C"], "xyz": [[-0.750, -1.350, 0.909], [-2.450, 1.090, -0.730], [1.815, 0.472, 0.924], [0.472, 0.654, -1.185], [0.806, -0.101, -0.550], [1.399, -0.882, -0.946], [-0.615, -0.491, 0.078], [0.966, 0.244, 1.910], [-1.643, 0.365, -0.410]], "forces_ev_per_a": [[-0.6, 0.4, -0.4], [-1.5, 1.4, -0.8], [0.4, 0.5, -1.1], [0.7, 1.5, -1.4], [-1.9, -0.4, 3.5], [0.0, -0.9, -0.8], [3.5, -1.7, 0.1], [-0.5, -0.2, 0.1], [-0.1, -0.7, 0.6]], "total_energy_ev": -17530.652, "homo_ev": -9.8944, "e_lumo_ha": -0.03657, "max_force_ha_per_bohr": 0.0781, "e_above_lowest_kj_mol": 124.3, "smiles": "N#CC(=O)CS", "molar_mass_g_mol": 101.1, "orbital_gap_ev": 8.90}

=====

{"formula": "C12H16NO15", "method": "wB97M-V/def2-TZVPD", "elements": ["C", "H", "O", "O", "H", "O", "H", "C", "C", "O", "C", "O", "O", "O", "H", "C", "O", "C", "H", "H", "O", "C", "N", "H", "H", "C", "O", "O", "C", "C", "C", "H", "O", "H", "H", "H", "O", "O", "C", "H", "O", "H", "H", "H"], "xyz": [[0.645, 0.405, 2.464], [-0.604, -1.209, 3.502], [-0.834, 1.249, -2.476], [1.148, 0.286, -3.103], [-1.511, -0.383, 2.185], [-1.236, 2.940, 3.966], [3.122, -0.820, -0.630], [2.986, -2.298, -2.335], [-3.098, -3.616, 0.489], [0.373, 0.275, -1.023], [-1.717, -2.602, -1.051], [-4.048, -4.211, 0.932], [-0.339, 5.355, -0.931], [-1.347, 4.359, 0.657], [1.918, -2.228, -0.481], [-1.043, -2.905, 0.283], [-2.889, -3.345, -0.805], [-1.347, 4.684, -1.518], [-1.772, 5.233, -2.338], [3.221, -1.679, -3.052], [5.395, -4.081, -0.632], [-0.297, 5.024, 0.385], [0.194, 0.633, -2.177], [-2.784, 3.485, -0.474], [0.523, 0.368, 1.419], [-0.716, -0.260, 2.999], [0.414, 1.773, 2.832], [3.931, -2.490, -0.189], [4.455, -3.286, -0.985], [2.903, -1.751, -0.879], [-2.214, 4.284, -0.371], [-0.717, 3.913, -1.829], [4.016, -3.243, -2.235], [-0.981, -3.080, -1.975], [-0.541, -2.119, 0.484], [-1.946, -1.545, -1.056], [-1.310, 0.752, 3.833], [-1.966, -3.349, 1.176], [-0.707, 1.853, 3.627], [1.502, 0.096, 3.049], [0.532, 5.316, 1.096], [-2.967, 4.945, -0.319], [2.137, -2.841, -2.609], [-0.502, -3.877, 0.105]], "forces_ev_per_a": [[-3.0, 0.2, 2.2], [0.0, 0.0, 0.4], [0.7, -0.1, -0.6], [-3.0, 1.2, 2.5], [1.4, -0.1, 0.7], [2.4, -3.2, -0.7], [0.0, 4.4, 0.4], [-0.4, -1.5, 3.9], [-0.4, -2.0, 0.3], [0.4, -0.6, 1.4], [2.0, -1.6, -0.3], [0.8, 1.2, -0.4], [2.5, 3.9, 1.8], [-2.0, -2.7, 3.8], [1.5, 1.8, -0.3], [0.1, -6.6, -4.0], [-1.9, -0.3, -1.5], [-0.5, -1.7, -1.6], [-0.4, 0.2, -0.2], [1.1, 3.7, -3.5], [-3.3, 2.6, -1.4], [-1.6, 0.5, -4.4], [1.9, -0.8, -3.1], [-1.3, -4.8, -0.3], [1.3, -0.4, -1.4], [-0.6, 0.2, -1.7], [-1.0, 0.1, 1.1], [-1.9, 2.4, 2.0], [6.8, -6.5, -0.5], [-3.1, -5.6, -0.5], [1.7, 2.0, -2.4], [-0.6, -2.6, -1.9], [0.9, -0.8, 0.1], [-2.7, 1.8, 2.5], [3.9, 5.0, 2.5], [0.0, 0.3, -1.0], [0.1, -3.3, 0.5], [-2.6, 1.0, 1.8], [-1.0, 7.0, -0.5], [0.4, -0.5, -0.7], [4.9, 1.7, 4.1], [-2.6, 3.5, 1.0], [-1.7, -0.5, -0.3], [0.9, 1.4, 0.1]], "total_energy_ev": -44899.975, "homo_ev": -6.1688, "e_lumo_ha": 0.08461, "max_force_ha_per_bohr": 0.1830, "e_above_lowest_kj_mol": 158.4, "total_charge": -1, "molar_mass_g_mol": 414.3, "orbital_gap_ev": 8.47}

=====

{"formula": "C5H7FO3Pr", "method": "wB97M-V/def2-TZVPD", "elements": ["C", "C", "C", "H", "Pr", "C", "H", "H", "H", "O", "H", "H", "O", "C", "H", "F", "O"], "xyz": [[-2.247, -1.424, 1.412], [1.278, -1.507, -1.012], [-3.132, -1.053, 0.445], [-0.621, -2.646, -1.204], [-1.161, 1.001, 0.041], [0.170, -2.367, -0.496], [0.850, -0.697, -1.619], [1.907, -2.117, -1.681], [-3.938, -0.346, 0.665], [2.153, -1.020, -0.013], [-2.491, -1.038, 2.411], [-1.301, -1.923, 1.631], [3.122, 0.738, 0.885], [2.117, 0.286, 0.372], [-3.140, -1.498, -0.555], [0.590, -3.411, 0.232], [1.010, 0.908, 0.197]], "forces_ev_per_a": [[-1.0, 1.6, 1.6], [0.0, 0.7, 0.7], [1.3, -0.7, 0.1], [-0.2, 0.1, 0.5], [2.7, -0.2, 0.2], [1.5, -1.8, -0.6], [0.1, -0.1, -0.1], [-0.2, -0.1, 0.0], [-0.1, -0.6, 0.2], [-0.6, -0.5, -0.6], [-0.3, 0.4, -0.1], [-0.3, -0.9, -1.5], [-2.5, -0.6, -1.0], [5.7, -0.3, 1.9], [0.2, 0.2, 0.0], [-1.0, 1.8, -0.4], [-5.3, 1.1, -0.8]], "multiplicity": 4, "total_energy_ev": -28204.783, "homo_ev": [-16.7053, -17.2395], "e_lumo_ha": [-0.44881, -0.37388], "max_force_ha_per_bohr": 0.1167, "total_charge": 2, "molar_mass_g_mol": 275.0, "orbital_gap_ev": [4.49, 7.07]}

=====

{"formula": "C27H30N4O4", "method": "wB97M-V/def2-TZVPD", "elements": ["C", "H", "C", "O", "H", "O", "C", "H", "H", "H", "H", "H", "C", "H", "C", "H", "H", "C", "C", "N", "H", "C", "C", "C", "C", "H", "C", "H", "C", "C", "H", "H", "O", "N", "C", "C", "H", "H", "H", "C", "N", "H", "N", "C", "H", "O", "H", "H", "H", "H", "C", "H", "H", "H", "H", "H", "C", "C", "C", "C", "H", "C", "C", "C", "C"], "xyz": [[-1.124, 0.934, 1.162], [1.260, 1.363, -3.799], [2.863, -2.564, 0.498], [-7.779, -0.913, 0.741], [1.215, -4.795, -1.431], [5.217, -1.978, 0.400], [6.002, -0.216, 1.752], [-4.699, 1.943, -0.742], [3.121, 3.409, 0.520], [-6.961, 1.318, -0.117], [-3.398, -2.041, 0.158], [1.466, 0.878, 0.783], [1.594, 1.949, 0.926], [6.763, -0.886, 2.118], [-5.447, -1.621, 0.482], [2.136, 2.806, -3.539], [-1.321, 1.403, -1.961], [-3.832, 0.008, -0.323], [2.914, 2.365, 0.259], [2.826, 2.313, -1.194], [-0.537, -0.255, -0.545], [-2.221, 1.558, -1.354], [0.426, 2.691, 0.293], [1.822, -3.326, 0.002], [-6.471, -0.686, 0.405], [6.650, 1.458, 2.904], [5.075, -0.686, 0.826], [1.649, 2.173, 1.993], [-1.908, 2.649, -0.315], [-4.877, 0.935, -0.404], [3.397, -0.182, -0.410], [4.887, 2.961, 2.061], [1.412, 0.538, -1.501], [1.939, 1.864, -3.250], [1.997, 1.521, -1.922], [-4.159, -1.277, 0.117], [-1.601, 3.575, -0.801], [2.702, -1.891, 1.327], [-0.320, 0.620, 1.823], [-6.165, 0.593, -0.052], [-2.530, 0.290, -0.733], [3.472, -5.019, -2.407], [-0.808, 2.185, 0.510], [4.345, -3.564, -1.114], [3.199, 3.118, -1.668], [0.591, 3.705, -0.367], [0.840, -3.233, 0.442], [-2.776, 2.837, 0.324], [-2.026, 1.091, 1.766], [-7.603, -2.462, 2.112], [3.298, -4.329, -1.594], [-3.033, 1.862, -2.014], [-7.946, -2.957, 0.430], [-5.636, -2.630, 0.814], [5.336, -3.645, -1.533], [-1.640, -1.085, 0.577], [-1.418, -0.137, 0.094], [4.026, 1.479, 0.776], [4.943, 1.941, 1.709], [5.931, 1.095, 2.185], [-9.204, -2.149, 1.397], [4.127, -2.670, -0.072], [-8.135, -2.194, 1.192], [2.033, -4.206, -1.046], [4.100, 0.169, 0.329]], "forces_ev_per_a": [[0.1, -0.5, 0.0], [0.0, 0.0, 0.1], [0.2, 0.1, 0.1], [0.2, 0.3, -0.1], [-0.1, -0.1, 0.0], [0.2, -0.1, 0.0], [-0.1, -0.2, -0.1], [0.1, 0.1, 0.0], [0.0, -0.2, -0.1], [-0.1, 0.1, 0.0], [0.1, -0.1, 0.0], [0.0, 0.1, 0.2], [0.1, 0.2, -0.3], [0.1, -0.1, 0.0], [-0.3, 0.0, 0.1], [-0.1, 0.0, 0.0], [-0.1, 0.1, 0.0], [-0.3, -0.2, 0.0], [-0.2, -0.2, 0.1], [0.3, 0.2, -0.1], [-0.1, -0.1, 0.1], [0.0, 0.3, 0.1], [0.0, -0.1, 0.4], [0.0, 0.0, 0.0], [0.0, 0.2, -0.1], [0.1, 0.0, 0.1], [-0.1, 0.6, 0.1], [0.0, 0.0, 0.0], [-0.1, 0.2, -0.4], [0.1, 0.0, 0.0], [-0.1, 0.0, -0.1], [0.0, 0.1, 0.0], [-0.3, -0.4, 0.3], [-0.1, 0.1, -0.3], [0.4, 0.3, -0.5], [0.1, 0.2, 0.0], [-0.1, -0.1, 0.1], [0.0, 0.1, 0.0], [0.0, 0.0, 0.0], [-0.2, -0.3, 0.1], [0.2, -0.1, -0.4], [0.0, -0.1, -0.1], [-0.3, 0.1, 0.0], [0.2, 0.3, 0.2], [-0.1, -0.1, 0.0], [0.2, 0.3, -0.1], [-0.1, 0.0, 0.0], [0.0, 0.0, 0.0], [0.1, -0.1, 0.0], [0.0, 0.0, 0.0], [-0.1, 0.0, 0.0], [0.0, 0.0, 0.0], [0.0, 0.0, 0.0], [0.0, -0.1, 0.0], [0.1, 0.0, 0.0], [0.0, 0.0, 0.0], [0.2, 0.0, 0.4], [0.2, 0.1, 0.1], [-0.1, 0.1, -0.1], [0.0, 0.0, 0.0], [0.1, -0.1, 0.0], [-0.3, -0.3, -0.2], [0.0, -0.2, 0.1], [-0.1, -0.1, -0.1], [0.2, -0.3, -0.1]], "total_energy_ev": -42637.316, "homo_ev": -7.1944, "e_lumo_ha": 0.02509, "max_force_ha_per_bohr": 0.0133, "e_above_lowest_kj_mol": 172.8, "smiles": "COc1ccc(N2CCN(C(=O)C[C@H](NC(N)=O)c3cccc(Oc4ccccc4)c3)CC2)cc1", "molar_mass_g_mol": 474.6, "orbital_gap_ev": 7.88}

=====

{"formula": "C3H13NO4", "method": "wB97M-V/def2-TZVPD", "elements": ["C", "H", "H", "H", "H", "H", "H", "O", "C", "H", "H", "H", "O", "N", "C", "O", "H", "H", "H", "O", "H"], "xyz": [[0.781, -0.669, 0.968], [1.087, -0.868, 2.028], [0.559, 1.922, -1.280], [-1.501, 1.601, 2.107], [-0.262, 0.883, -2.022], [3.521, 0.767, -1.867], [-2.478, -0.057, 0.530], [-0.335, 1.640, -1.350], [-1.234, 0.507, 2.175], [-0.598, 0.054, 2.994], [0.434, -1.180, -1.626], [0.741, -1.580, -3.037], [2.582, 0.739, -1.579], [0.154, 0.509, 0.840], [-2.220, -0.464, 1.562], [0.262, -0.921, -2.539], [-0.038, 0.948, -0.201], [2.498, -0.120, -1.143], [-3.246, -0.614, 2.052], [1.053, -1.570, 0.115], [-1.760, -1.530, 1.271]], "forces_ev_per_a": [[0.0, -1.2, 0.0], [-0.2, -0.2, -0.4], [1.6, 0.9, -0.4], [0.4, -1.5, 0.7], [-0.1, 1.1, 0.8], [-0.9, 0.1, 0.3], [0.2, -0.4, 1.2], [-1.1, -1.3, -2.2], [3.1, -0.4, -2.6], [-1.1, 1.3, -0.6], [0.1, -0.2, 0.8], [0.1, -0.1, -0.4], [1.1, 0.0, -0.2], [-1.7, -0.4, 1.0], [-0.8, -1.5, -2.3], [-0.5, 0.3, -0.2], [-0.7, -1.4, 2.7], [-0.2, 0.0, 0.0], [1.7, 0.3, -0.2], [-0.1, 2.2, 0.7], [-0.9, 2.3, 1.2]], "total_energy_ev": -12999.861, "homo_ev": -9.3005, "e_lumo_ha": 0.02804, "max_force_ha_per_bohr": 0.0787, "e_above_lowest_kj_mol": 318.8, "molar_mass_g_mol": 127.1, "orbital_gap_ev": 10.06}

=====

{"formula": "C2H8N2S", "method": "wB97M-V/def2-TZVPD", "elements": ["C", "H", "H", "H", "H", "N", "C", "N", "H", "S", "H", "H", "H"], "xyz": [[2.171, 1.269, 3.862], [0.426, 1.730, 3.293], [2.662, 1.500, 2.943], [-3.014, -0.046, -2.973], [2.587, 0.410, 5.550], [3.034, 0.725, 4.758], [-2.954, -1.051, -3.455], [0.924, 1.385, 4.151], [-3.242, -1.842, -2.734], [-1.364, -1.070, -4.254], [-0.745, -0.042, -3.460], [-3.789, -1.045, -4.132], [3.933, 0.376, 4.765]], "forces_ev_per_a": [[-0.3, -0.7, 0.3], [0.6, -0.2, 1.2], [0.0, 0.4, -0.9], [-0.2, -1.0, 0.0], [-1.4, -0.6, 2.1], [-1.3, 0.9, 0.3], [-1.1, 1.2, 1.4], [0.3, 0.4, -1.6], [0.9, 0.3, -0.2], [1.3, 1.0, 0.8], [-0.9, -1.6, -1.1], [0.0, 0.0, -0.9], [2.1, -0.1, -1.4]], "total_energy_ev": -16018.124, "homo_ev": -9.1044, "e_lumo_ha": 0.03185, "max_force_ha_per_bohr": 0.0503, "e_above_lowest_kj_mol": 64.8, "smiles": "[H]/N=C/N.CS", "molar_mass_g_mol": 92.2, "orbital_gap_ev": 9.97}

=====

{"formula": "Cl2H12NaO14", "method": "wB97M-V/def2-TZVPD", "elements": ["O", "H", "H", "O", "O", "H", "O", "O", "Na", "O", "O", "O", "H", "O", "H", "H", "H", "O", "O", "H", "H", "H", "H", "O", "Cl", "Cl", "H", "O", "O"], "xyz": [[9.469, -15.736, 22.495], [7.874, -11.857, 19.782], [8.209, -12.567, 18.487], [8.605, -13.594, 21.916], [6.666, -9.545, 17.966], [3.764, -12.930, 25.342], [7.384, -10.199, 22.930], [3.505, -12.021, 25.492], [8.926, -12.410, 24.196], [5.039, -10.806, 23.234], [2.731, -8.388, 20.900], [6.419, -7.221, 24.077], [7.408, -8.959, 17.812], [5.737, -6.367, 21.165], [6.238, -8.141, 24.267], [6.525, -6.112, 20.685], [3.144, -9.048, 20.344], [8.064, -11.696, 18.857], [6.261, -11.804, 21.659], [6.658, -7.211, 23.150], [6.881, -9.994, 18.783], [4.171, -11.504, 25.040], [2.562, -8.840, 21.726], [5.837, -9.513, 21.403], [8.777, -14.962, 21.529], [6.148, -10.580, 22.330], [5.700, -7.319, 21.076], [9.668, -15.020, 20.431], [7.551, -15.624, 21.182]], "forces_ev_per_a": [[-0.1, -0.2, 3.3], [-0.1, -0.3, 0.5], [0.0, -0.2, 0.0], [-0.6, 1.5, 1.4], [-0.5, 0.6, -0.4], [0.0, -0.2, -0.1], [1.5, -0.2, 2.1], [-0.2, -0.1, 0.5], [-0.5, -0.1, -1.2], [0.5, 1.3, 1.3], [-0.3, 0.3, -0.1], [0.1, 0.2, 0.5], [0.2, 0.0, 0.0], [0.1, 0.4, 0.2], [-0.1, -0.3, -0.1], [0.2, 0.1, -0.2], [0.3, -0.2, -0.1], [0.2, 0.2, 0.0], [1.3, -1.7, -1.5], [-0.2, 0.1, -0.4], [0.1, -0.4, 0.1], [0.2, 0.3, -0.5], [0.1, -0.1, 0.2], [-0.3, 0.0, 0.1], [1.1, -3.0, -2.2], [-2.6, 0.6, -1.7], [-0.3, -0.6, -0.1], [0.4, 1.1, -2.3], [-0.6, 1.0, 0.5]], "total_energy_ev": -58309.512, "homo_ev": -6.8682, "e_lumo_ha": 0.01770, "max_force_ha_per_bohr": 0.0745, "total_charge": -1, "molar_mass_g_mol": 330.0, "orbital_gap_ev": 7.35}

=====

{"formula": "C10H21CrNO6", "method": "wB97M-V/def2-TZVPD", "elements": ["Cr", "O", "O", "C", "H", "H", "H", "H", "H", "C", "H", "C", "O", "O", "H", "H", "C", "H", "C", "H", "H", "H", "N", "C", "H", "H", "H", "H", "C", "H", "H", "C", "H", "H", "O", "C", "O", "C", "H"], "xyz": [[-0.325, 0.086, -0.237], [0.485, 1.422, -1.734], [-0.853, -1.578, 1.159], [-3.068, -2.047, 1.986], [3.367, -1.124, 0.799], [-1.421, 3.426, 2.003], [1.309, 2.753, 2.048], [-1.868, 2.843, 0.403], [2.436, 0.700, 2.601], [0.346, -2.879, -1.838], [2.609, -2.674, -0.953], [2.303, -1.168, 0.530], [-2.443, -0.161, 0.648], [-1.506, 0.588, -2.090], [-0.567, -2.639, -2.378], [-3.662, -2.591, 1.253], [-0.558, 1.308, -2.469], [2.268, 0.844, 0.230], [0.701, 1.853, 2.191], [-0.422, 1.354, -4.577], [-3.700, -1.423, 2.614], [1.076, -3.351, -2.493], [1.667, 0.155, 0.673], [-2.073, -1.200, 1.243], [-0.329, 3.739, 0.609], [2.812, -1.063, -1.561], [0.916, -0.243, 2.591], [-1.655, 2.406, -3.913], [1.483, 0.532, 2.082], [0.081, 2.856, -3.823], [1.822, -1.862, 1.219], [2.177, -1.668, -0.897], [0.069, -3.549, -1.019], [0.285, 1.916, 3.208], [-0.382, 1.787, 1.284], [-0.640, 2.047, -3.759], [0.841, -1.648, -1.313], [-1.024, 3.028, 1.062], [-2.560, -2.777, 2.616]], "forces_ev_per_a": [[0.0, -0.1, -0.5], [-0.3, -0.2, 0.2], [0.1, 0.4, -0.1], [0.3, -0.2, 0.3], [0.0, 0.0, 0.0], [0.1, 0.1, 0.0], [0.1, -0.1, -0.4], [0.1, -0.1, -0.1], [0.0, -0.3, 0.0], [-0.4, 0.2, 0.4], [-0.2, 0.0, 0.1], [0.2, 0.1, 0.1], [-0.3, -0.3, 0.4], [-0.2, -0.2, -0.1], [0.1, 0.0, -0.1], [-0.2, 0.1, 0.0], [0.3, -0.1, 0.8], [-0.2, 0.1, -0.2], [-0.4, -0.5, 0.4], [0.0, 0.0, 0.1], [-0.2, 0.0, -0.2], [0.0, 0.0, -0.1], [0.2, -0.5, 0.5], [0.3, 0.5, -0.7], [0.0, 0.1, 0.0], [-0.3, 0.2, -0.1], [0.0, -0.2, -0.1], [0.0, 0.0, 0.0], [0.0, 1.0, 0.1], [0.0, 0.1, 0.1], [-0.2, 0.1, -0.1], [0.9, -0.2, 0.1], [0.2, -0.1, 0.0], [0.2, 0.1, 0.0], [0.3, 0.4, 0.2], [0.0, 0.0, -0.7], [0.0, -0.3, -0.5], [-0.2, 0.0, 0.2], [0.0, 0.0, -0.1]], "multiplicity": 5, "total_energy_ev": -52909.003, "homo_ev": [-6.9245, -9.1561], "e_lumo_ha": [0.01926, 0.01890], "max_force_ha_per_bohr": 0.0197, "molar_mass_g_mol": 303.3, "orbital_gap_ev": [7.45, 9.67]}